Entry 1:
Here is C27H33IN8OS3Y as an isolated structure in a non-equilibrium geometry from OMol25. Energies are from the ωB97M-V functional and the def2-TZVPD basis.

Results
- Charge: +1
- Highest occupied orbital energy: -9.8 eV
- Max |F|: 1.325 eV/A
- Calculated total energy: -84151.0433 eV
- Energy above the lowest of the compared OMol25 structures with the same formula, charge and spin: 37.8 kcal/mol

Each line ends with the natural charge from an NBO analysis.
Positions of all 74 atoms, in Å:
Y 0.27820 0.09000 -0.12851  1.602
C 0.03377 -2.50558 4.89802  -0.750
S -1.29052 -2.88771 3.73923  0.332
C -1.15482 -1.62137 2.54612  -0.056
S 0.05133 -0.38928 2.62681  -0.330
N -2.10621 -1.71437 1.65597  -0.413
N -1.99427 -0.79816 0.65112  -0.309
C -3.08405 -0.41363 0.11007  0.046
C -3.01281 0.59860 -0.95604  0.163
C -4.15172 1.05968 -1.59819  -0.223
C -4.02299 2.01784 -2.58720  -0.128
C -2.75954 2.49325 -2.90409  -0.245
C -1.67611 1.98083 -2.21172  0.093
N -1.79001 1.05517 -1.26008  -0.520
H -0.02340 -3.27913 5.66155  0.238
H -0.13053 -1.52860 5.34363  0.231
H 1.00163 -2.54224 4.40582  0.233
H -4.04499 -0.78628 0.45640  0.213
H -5.11882 0.66377 -1.31802  0.235
H -4.89557 2.39142 -3.10595  0.235
H -2.61454 3.24690 -3.66392  0.238
H -0.67113 2.32581 -2.42811  0.213
C 2.59536 2.16621 3.54085  -0.416
N 2.18131 2.85825 2.32297  -0.422
C 3.29307 3.22148 1.45471  -0.407
C 0.90477 2.90443 1.92089  0.429
S 0.47062 2.87686 0.24389  -0.317
N -0.04164 3.00826 2.85571  -0.404
C 0.21392 3.57880 4.17504  -0.410
C -1.45352 2.80844 2.55219  -0.402
H 3.34940 1.43113 3.25783  0.228
H 1.75995 1.62812 3.98042  0.228
H 3.02385 2.85444 4.27122  0.202
H 3.99210 3.82497 2.03582  0.207
H 2.94221 3.79878 0.60626  0.234
H 3.80698 2.32953 1.10105  0.212
H 1.16708 4.09942 4.18493  0.220
H 0.20198 2.81895 4.95724  0.213
H -0.57388 4.30188 4.38484  0.217
H -1.58736 1.99518 1.84633  0.234
H -1.89733 3.71517 2.13455  0.210
H -1.96017 2.54667 3.47891  0.216
I 3.04028 -4.88615 2.52742  0.199
C 1.64354 -4.21513 1.13272  -0.189
C 0.78160 -5.09995 0.50543  -0.169
C -0.13286 -4.58430 -0.39888  -0.225
C -0.15453 -3.22182 -0.62339  0.062
N 0.67219 -2.36812 -0.01360  -0.534
C 1.56283 -2.86367 0.85276  0.034
H 0.81380 -6.15837 0.72343  0.241
H -0.83143 -5.22760 -0.91474  0.236
H -0.86350 -2.79959 -1.32012  0.210
H 2.20540 -2.15003 1.35307  0.246
C 4.19816 0.41376 -0.87346  -0.751
C 2.78654 0.23492 -0.38457  0.158
O 2.59526 0.17237 0.84327  -0.704
H 4.92061 0.44516 -0.05226  0.217
H 4.24961 1.34204 -1.45005  0.233
H 4.45777 -0.39916 -1.55546  0.233
N 1.11892 -0.43015 -4.56544  -0.514
C 1.31636 -0.23348 -3.24903  0.271
N 0.27452 -0.55933 -2.51419  -0.601
C -0.68447 -1.01134 -3.43655  0.151
C -1.97784 -1.49674 -3.24692  -0.244
C -2.70270 -1.86983 -4.36011  -0.196
C -2.16185 -1.77181 -5.65274  -0.196
C -0.88117 -1.30251 -5.85730  -0.223
C -0.16317 -0.93007 -4.72742  0.091
H 1.79362 -0.26575 -5.29253  0.434
H 2.23728 0.14871 -2.84325  0.247
H -2.40452 -1.58090 -2.25715  0.222
H -3.70655 -2.25236 -4.23649  0.225
H -2.75914 -2.07304 -6.50177  0.230
H -0.45616 -1.22961 -6.84920  0.231

***

Entry 2:
Here is C45H42AsN2O5PReSSi as an isolated structure from OMol25. Energies are from the ωB97M-V functional and the def2-TZVPD basis.

Results
- Highest occupied orbital energy (alpha / beta): -7.4 / -7.8 eV
- Max |F|: 0.489 eV/A
- Spin multiplicity: 4
- Calculated total energy: -151540.7610 eV
- Energy above the lowest of the compared OMol25 structures with the same formula, charge and spin: 4.4 kcal/mol

Each line ends with the Mulliken charge.
Positions of all 99 atoms, in Å:
Re 0.26644 -0.42621 1.19014  2.190
S 2.06526 -0.70049 2.74694  -0.715
C 2.88779 0.85764 2.87186  1.019
C 3.60621 1.14732 4.03442  -0.788
C 4.39277 2.28272 4.10945  -0.656
C 4.49451 3.14905 3.02611  -0.902
C 3.77902 2.87822 1.87248  -0.232
C 2.96533 1.75287 1.80627  -0.356
As 1.97002 1.28334 0.23094  1.250
C 3.40179 0.76778 -0.96663  0.714
C 3.60318 1.29105 -2.23708  -0.094
C 4.64812 0.81577 -3.02126  -0.751
C 5.49097 -0.17265 -2.53630  -0.566
C 5.29523 -0.68815 -1.26166  -0.740
C 4.25115 -0.22408 -0.47893  -0.832
C 1.23813 2.96061 -0.39409  0.914
C 1.11261 4.02185 0.49881  -0.933
C 0.51355 5.20527 0.09385  -0.909
C 0.02081 5.33346 -1.19575  -0.669
C 0.11371 4.26801 -2.07878  -1.313
C 0.71630 3.08417 -1.67977  0.249
H 3.54465 0.46638 4.87336  0.511
H 4.93960 2.49192 5.02013  0.379
H 5.12364 4.02730 3.08258  0.409
H 3.85088 3.54570 1.02131  0.465
H 2.96706 2.07903 -2.61803  0.405
H 4.80596 1.22756 -4.01001  0.462
H 6.30335 -0.53972 -3.15003  0.393
H 5.95087 -1.45971 -0.87903  0.428
H 4.08950 -0.63717 0.51186  0.279
H 1.45641 3.92172 1.51959  0.405
H 0.41631 6.02024 0.79945  0.423
H -0.45411 6.25517 -1.50678  0.410
H -0.29408 4.34994 -3.07822  0.446
H 0.74800 2.25497 -2.37499  0.072
O -1.42955 2.97328 2.90440  -0.758
C -1.22052 2.24467 1.96094  -0.009
O -0.25644 1.35999 1.97933  -0.669
C -2.01204 2.49625 0.67352  0.604
C -2.60945 3.75519 0.62734  -1.083
C -3.34874 4.17787 -0.46278  -0.799
C -3.50671 3.34018 -1.55416  -0.869
C -2.92740 2.08423 -1.52829  -0.700
C -2.18948 1.64365 -0.42798  0.782
P -1.55306 -0.05592 -0.47726  1.631
C -2.96726 -1.18424 -0.28687  -0.174
C -4.28802 -0.75770 -0.22265  -0.346
C -5.30665 -1.68965 -0.08294  -0.848
C -5.00940 -3.04339 0.00532  -0.697
C -3.68883 -3.46905 -0.04936  -0.454
C -2.66831 -2.54162 -0.19746  -0.359
C -1.10994 -0.37552 -2.22108  1.089
C -2.07346 -0.74398 -3.16241  -0.491
C -1.72212 -0.93895 -4.48855  -0.878
C -0.40266 -0.78049 -4.89267  -0.896
C 0.56721 -0.45011 -3.95980  -0.480
C 0.21192 -0.25954 -2.63252  -0.115
H -2.47652 4.39561 1.48750  0.564
H -3.79544 5.16419 -0.45987  0.412
H -4.07625 3.65588 -2.41890  0.477
H -3.05250 1.43285 -2.38285  0.351
H -4.52024 0.29897 -0.25466  0.361
H -6.33522 -1.35519 -0.03307  0.425
H -5.80736 -3.76632 0.11882  0.364
H -3.44889 -4.52198 0.02635  0.487
H -1.63473 -2.86772 -0.22729  -0.154
H -3.10221 -0.89038 -2.85674  0.528
H -2.48003 -1.22303 -5.20711  0.442
H -0.12980 -0.93823 -5.92818  0.430
H 1.60693 -0.36642 -4.25109  0.527
H 0.98363 -0.05932 -1.90212  -0.527
C -4.56062 -1.18801 3.66472  -1.142
N -3.22804 -1.72121 3.41731  0.290
C -2.89915 -2.96496 3.88200  -0.211
C -1.70192 -3.51133 3.65612  -1.207
C -0.70267 -2.76338 2.90710  0.547
O 0.42973 -3.17925 2.73272  -0.489
N -1.10439 -1.52738 2.38851  0.184
C -2.34234 -0.99064 2.63887  0.254
O -2.69399 0.08828 2.17560  -0.526
H -5.30215 -1.71462 3.06136  0.356
H -4.56381 -0.13786 3.39469  0.263
H -4.80509 -1.29415 4.72110  0.429
H -3.67422 -3.46330 4.44967  0.438
H -1.42972 -4.48219 4.03749  0.497
C 2.92688 -3.83351 0.67474  -1.078
Si 1.61262 -3.22558 -0.50009  1.306
C 2.43391 -2.71716 -2.11705  -0.477
C 0.40481 -4.60126 -0.89421  -1.414
O 0.76880 -2.01067 0.19925  0.128
H 3.49135 -4.66332 0.24075  0.466
H 2.47632 -4.15481 1.61412  0.240
H 3.63022 -3.02951 0.90820  0.180
H 1.83070 -3.01897 -2.97640  0.403
H 3.40686 -3.20880 -2.19992  0.449
H 2.61225 -1.64423 -2.19097  -0.454
H 0.93158 -5.44519 -1.34838  0.453
H -0.35772 -4.26929 -1.60421  0.294
H -0.09156 -4.96265 0.00983  0.283

***

Entry 3:
Here is a 14-piece molecular cluster, H27O14 overall in a non-equilibrium geometry from OMol25. Energies are from the ωB97M-V functional and the def2-TZVPD basis.

Results
- Charge: -1
- Highest occupied orbital energy: -6.4 eV
- Max |F|: 13.722 eV/A
- Calculated total energy: -29101.2650 eV
- Energy above the lowest of the compared OMol25 structures with the same formula, charge and spin: 147.6 kcal/mol

Each line ends with the natural charge from an NBO analysis.
Positions of all 41 atoms, in Å:
O 0.54817 0.59591 0.71821  -1.301
H 2.01150 -1.31377 0.78838  0.499
O 2.31344 0.25621 -4.19698  -0.918
H 1.10319 1.27111 0.73300  0.408
H 0.17788 -5.15979 -1.42500  0.470
O 0.50443 3.89486 -0.39931  -0.988
H 1.20042 -3.93988 -0.69413  0.525
H -1.47563 -0.25378 -1.66146  0.469
O -1.50520 -0.90929 -1.01466  -0.990
H -1.06288 0.54273 -4.09151  0.443
H -0.80586 -0.89291 -0.31365  0.515
O -1.59675 0.08886 -4.51612  -0.880
H -3.81374 0.39206 -1.49667  0.462
H 1.64878 0.75828 -3.84118  0.467
O 1.70235 0.95637 -1.68630  -1.061
H 1.37656 -1.40726 -0.74889  0.486
H 1.22336 1.24343 2.52567  0.503
O -4.39990 0.71852 -0.83426  -0.933
H 3.57358 -0.37999 3.21518  0.478
H 2.60440 1.06506 -1.23951  0.480
O 0.93079 -4.99446 -0.80190  -1.000
H 0.44466 3.93021 0.53797  0.482
H -1.20309 -3.41290 0.61728  0.481
O 3.75428 -0.59650 2.33269  -0.948
H 3.06580 -0.21496 1.78361  0.470
H 0.52193 3.04398 -0.84730  0.504
O -2.65237 2.79205 2.96713  -0.949
H -3.44663 2.76766 2.61511  0.453
H -2.16024 1.98086 2.76045  0.495
O 1.86512 1.39555 3.21783  -0.998
H -3.85902 1.03368 -0.16293  0.471
H -1.55088 -1.92724 0.81653  0.476
O 1.76563 -1.95894 0.09785  -0.989
H -1.71152 -1.36673 2.97297  0.483
H 1.53928 2.10519 3.87580  0.473
O -1.55853 -2.77993 1.24094  -0.958
H -2.22911 -0.17167 -4.07375  0.438
H 1.00920 0.52507 -0.98121  0.513
O -1.87293 -0.40768 2.90265  -0.970
H 3.00718 1.03310 -4.22647  0.450
H -0.98761 -0.30308 2.53392  0.485